(i)
{"formula": "C3H10N4O", "method": "ωB97M-V/def2-TZVPD", "symbols": ["C", "C", "O", "H", "H", "H", "H", "C", "N", "N", "N", "N", "H", "H", "H", "H", "H", "H"], "xyz": [[-0.319, 1.915, 1.258], [-0.056, 0.418, 1.187], [-0.699, -0.372, 1.925], [1.113, 0.291, 1.070], [0.190, 2.318, 2.133], [0.049, 2.415, 0.361], [-1.392, 2.100, 1.351], [-0.149, -0.446, -0.632], [1.974, -1.264, -0.707], [-1.013, 0.253, -1.485], [-0.579, -1.758, -0.446], [1.231, -0.193, -0.882], [1.460, -2.111, -0.438], [2.891, -1.238, -1.134], [-0.566, 1.102, -1.812], [-1.871, 0.477, -0.986], [-1.179, -2.080, -1.194], [-1.087, -1.829, 0.433]], "e_homo_ha": [-0.28286, -0.28267], "lumo_energy_ev": [0.2, -0.4], "multiplicity": 1, "homo_lumo_gap_ha": [0.2908, 0.2678]}

(ii)
{"formula": "C3H10N4O", "method": "ωB97M-V/def2-TZVPD", "symbols": ["C", "C", "C", "N", "O", "H", "H", "H", "H", "H", "N", "N", "N", "H", "H", "H", "H", "H"], "xyz": [[-1.841, 1.249, 0.104], [-1.072, -0.018, -0.313], [-0.146, -0.559, 0.881], [-1.609, -0.946, -1.096], [-0.164, -1.808, 1.081], [-1.493, -1.851, -0.608], [-0.092, 0.148, 1.726], [-1.145, 1.997, 0.480], [-2.400, 1.641, -0.743], [-2.533, 0.970, 0.900], [1.130, -0.063, -0.073], [1.722, -1.168, -0.628], [1.891, 1.015, 0.361], [-0.157, 0.478, -0.996], [1.228, -1.984, -0.235], [1.723, -1.165, -1.644], [2.518, 1.326, -0.374], [2.438, 0.739, 1.176]], "e_homo_ha": [-0.31256, -0.31199], "lumo_energy_ev": [-1.2, -0.6], "multiplicity": 1, "homo_lumo_gap_ha": [0.2666, 0.2901]}

Among the structures shown above, (i) is the most stable, with the second-best lying 67.7 kcal/mol higher.